Entry w
Density functional theory data (ωB97M-V with the def2-TZVPD basis set) for a cluster of 2 separate species, C4H12 in total.

Each line ends with the natural charge from an NBO analysis.
Atoms and positions in Å:
H (-0.7859, -1.6979, -0.9149)  0.220
H (1.9579, -0.0622, -0.9784)  0.298
H (-2.0127, -0.8978, 1.8001)  0.248
H (0.3274, 1.8287, -1.2319)  0.255
H (0.1344, 1.0435, 0.4396)  0.347
H (-2.7336, -0.3677, 0.2723)  0.255
C (-1.1822, -1.8811, 0.0812)  -0.625
H (-1.8892, -2.7158, 0.1587)  0.274
C (2.1613, 0.9425, -0.5689)  -0.643
C (-1.8028, -0.6667, 0.7567)  -0.512
H (-0.2797, -2.1920, 0.6272)  0.225
C (0.8475, 1.5788, -0.3129)  -0.459
H (-1.1836, 0.2622, 0.7629)  0.211
H (2.7274, 1.5162, -1.3181)  0.311
H (2.7933, 0.8769, 0.3164)  0.252
H (0.8453, 2.4480, 0.4020)  0.343

Properties
Charge: +1
<S²>: 0.75
Multiplicity: 2
E_HOMO (alpha / beta) in hartree: -0.603 / -0.595



Entry x
Density functional theory data (ωB97M-V with the def2-TZVPD basis set) for a cluster of 2 separate species, C4H12 in total.

Each line ends with the natural charge from an NBO analysis.
Atoms and positions in Å:
H (-1.2130, -0.3324, 1.4033)  0.249
H (-0.3083, -2.6437, 1.4844)  0.267
H (1.1572, 0.1616, -1.7038)  0.261
C (-0.1374, 1.8743, -2.1263)  -0.536
C (0.0785, 0.5083, -1.5699)  -0.601
H (-1.1232, 2.0899, -2.5243)  0.255
H (0.6178, -1.7153, 0.5451)  0.240
C (0.4262, -1.8261, 1.5501)  -0.598
H (0.3572, 0.0987, 2.5078)  0.267
H (0.6870, 2.1602, -2.8344)  0.336
H (-0.5852, -0.1739, -2.0336)  0.259
C (-0.3256, -0.6680, 2.1072)  -0.575
H (-0.2148, 0.6508, -0.5700)  0.298
H (1.2758, -2.0850, 2.1836)  0.247
H (-0.8460, -0.8708, 3.0083)  0.298
H (0.1539, 2.7715, -1.4275)  0.332

Properties
Charge: +1
<S²>: 0.75
Multiplicity: 2
E_HOMO (alpha / beta) in hartree: -0.602 / -0.540



Entry y
Density functional theory data (ωB97M-V with the def2-TZVPD basis set) for a cluster of 2 separate species, C4H12 in total.

Each line ends with the natural charge from an NBO analysis.
Atoms and positions in Å:
C (-0.8264, -1.1626, -1.9716)  -0.645
C (0.4834, 1.4910, 2.6815)  -0.609
H (1.5096, 1.8907, 2.3580)  0.286
H (-0.2795, 2.3490, 2.7189)  0.335
H (1.2224, -1.4566, -2.1825)  0.222
H (-1.0370, 0.8379, 1.3352)  0.385
H (0.8815, 0.2825, -1.9961)  0.202
H (-1.7025, -0.6205, -1.6891)  0.213
H (-0.2750, -0.5349, 2.1876)  0.424
H (0.7747, 0.2437, 0.8454)  0.314
H (-1.3321, -1.7883, -2.8004)  0.237
H (0.4506, -0.5391, -3.4715)  0.235
H (0.5463, 0.9989, 3.6659)  0.393
C (-0.0033, 0.4866, 1.7034)  -0.531
H (-0.9142, -1.8552, -1.0475)  0.184
C (0.5013, -0.6232, -2.3372)  -0.645

Properties
Charge: +1
<S²>: 0.75
Multiplicity: 2
E_HOMO (alpha / beta) in hartree: -0.523 / -0.523



entry w takes first place; second place is 0.860 eV up.



Entry w
Density functional theory data (ωB97M-V with the def2-TZVPD basis set) for a cluster of 9 separate species, C10H35O10 in total.

Each line ends with the natural charge from an NBO analysis.
Atoms and positions in Å:
H (-0.5945, 8.0175, 0.4188)  0.163
H (0.2846, -2.1012, 6.0409)  0.168
O (4.4087, -0.3050, 3.0185)  -0.722
H (4.6034, -5.0980, -1.1706)  0.163
H (0.1298, -6.6699, -0.8748)  0.168
O (-5.5135, 3.5452, 0.5610)  -0.726
C (4.5040, -4.0261, -1.3416)  -0.248
H (-0.4847, 2.0394, 0.3666)  0.208
H (1.3026, 2.2847, 0.2606)  0.208
C (0.4990, 1.6220, 0.5817)  -0.723
H (2.7398, -3.0807, -1.7319)  0.493
H (0.9548, -0.8596, 4.9773)  0.169
H (-3.9524, -1.2398, -3.1159)  0.153
H (2.0386, -1.1173, -6.6810)  0.161
H (-4.1100, -1.7186, -1.4159)  0.159
C (-1.5983, 7.6099, 0.2992)  -0.249
H (2.8427, -0.9279, -5.0614)  0.179
H (4.3863, -3.6612, -0.3213)  0.180
H (-5.3388, -0.8014, -2.2870)  0.160
O (0.0942, -5.4206, 0.8374)  -0.729
H (-5.5210, 2.7028, 2.5218)  0.174
O (3.3323, -3.7193, -2.1353)  -0.755
C (0.4461, -1.8234, 4.9994)  -0.259
H (-0.5393, -1.6254, 3.3492)  0.482
H (-2.3510, 8.3975, 0.3319)  0.170
O (0.2763, 0.2320, -1.2997)  -0.819
O (-3.7273, 0.3337, -1.8703)  -0.725
H (3.6772, -0.5990, 2.4707)  0.482
C (-0.5358, -6.0361, -0.2889)  -0.256
H (-2.7831, 0.2803, -2.0357)  0.492
H (-0.7864, -5.2462, -0.9969)  0.169
H (5.2173, 0.8999, 1.4526)  0.158
C (-4.2659, -0.9068, -2.1264)  -0.239
H (3.4950, -0.0683, -6.4068)  0.163
H (-7.0290, 2.5867, 1.4799)  0.160
H (-1.6895, 7.1083, -0.6642)  0.170
O (-0.8181, -1.6733, 4.2666)  -0.732
H (4.0868, 1.7267, 2.5276)  0.165
H (0.4871, 1.4595, 1.6594)  0.202
O (-1.7035, 6.7154, 1.3958)  -0.727
C (0.6251, 0.3223, -0.0943)  0.736
C (4.8159, 0.9188, 2.4658)  -0.247
H (-5.1102, 2.7374, 0.2347)  0.470
H (-1.5040, 5.8410, 1.0532)  0.473
H (5.3714, -3.6482, -1.8828)  0.167
H (-1.5125, -6.4740, -0.0830)  0.163
H (0.0916, -4.4809, 0.6411)  0.483
H (-6.5699, 4.1310, 2.1286)  0.176
O (0.9751, -0.6732, 0.5458)  -0.806
H (5.7039, 1.1701, 3.0458)  0.163
C (2.5584, -0.4463, -5.9970)  -0.249
C (-6.1659, 3.1793, 1.7835)  -0.254
O (1.7126, 0.6567, -5.6768)  -0.737
H (1.3832, 0.4908, -4.7904)  0.484
H (1.1608, -2.5610, 4.6344)  0.170

Properties
Charge: -1
E_HOMO in hartree: -0.169



Entry x
Density functional theory data (ωB97M-V with the def2-TZVPD basis set) for a cluster of 9 separate species, C10H35O10 in total.

Each line ends with the natural charge from an NBO analysis.
Atoms and positions in Å:
C (25.4216, 19.0144, 15.6257)  -0.259
O (16.5565, 22.4770, 15.1969)  -0.763
O (20.6775, 20.8716, 10.8383)  -0.741
H (21.2129, 23.8190, 15.2526)  0.507
H (19.0489, 19.8549, 10.2870)  0.167
H (19.5420, 22.1622, 18.7015)  0.174
C (18.3483, 23.9244, 11.4068)  -0.250
H (25.7910, 21.8431, 15.7904)  0.145
H (20.8958, 19.7866, 14.5744)  0.208
H (20.0034, 19.1448, 11.6894)  0.163
H (17.3823, 23.9201, 11.9340)  0.135
H (25.3679, 19.5937, 16.5480)  0.164
C (17.6176, 21.7456, 14.5695)  -0.260
H (17.0817, 21.0702, 13.8897)  0.158
H (18.2945, 21.1236, 15.1463)  0.202
H (21.1891, 20.8725, 15.9211)  0.203
H (18.2337, 24.7064, 10.6510)  0.167
H (17.3285, 22.2453, 16.9369)  0.491
H (21.2597, 17.9636, 16.8600)  0.182
H (18.1976, 22.3799, 13.9018)  0.186
O (20.8960, 22.5228, 13.8589)  -0.843
O (25.6009, 21.8331, 13.7046)  -0.738
H (24.6499, 21.6515, 13.7803)  0.504
H (19.1791, 20.7577, 17.6807)  0.152
O (20.9075, 16.1197, 17.9345)  -0.711
H (19.5674, 22.3677, 16.9530)  0.177
O (19.3532, 24.3430, 12.3020)  -0.730
C (20.8386, 25.6137, 16.0094)  -0.240
H (26.4148, 18.9085, 15.1825)  0.167
H (19.7895, 25.3129, 16.0357)  0.163
O (17.7013, 22.2154, 17.8328)  -0.753
C (19.0710, 21.8423, 17.7716)  -0.252
C (21.5875, 20.5432, 14.9615)  -0.734
C (25.9127, 22.4899, 14.9160)  -0.250
H (21.4239, 15.5998, 17.3066)  0.463
H (26.9801, 22.7377, 14.9269)  0.156
O (24.8598, 17.7302, 15.9363)  -0.734
H (15.8000, 22.6155, 14.6329)  0.484
H (21.0308, 21.2936, 11.6369)  0.501
H (19.4935, 23.6083, 12.9235)  0.499
C (20.5023, 17.2595, 17.2296)  -0.269
H (24.8100, 19.4325, 14.8279)  0.208
H (21.1226, 25.8813, 17.0298)  0.146
H (19.7441, 17.1193, 16.4533)  0.160
H (20.9023, 26.5172, 15.4012)  0.158
C (19.5869, 20.0370, 11.2185)  -0.250
H (25.3900, 17.3404, 16.6355)  0.453
O (22.7137, 21.4675, 13.0918)  -0.760
H (25.4151, 23.4550, 15.0387)  0.174
O (21.7071, 24.6206, 15.5021)  -0.751
H (20.0545, 17.9428, 17.9645)  0.175
C (21.7444, 21.5808, 13.8636)  0.768
H (22.5300, 20.0433, 15.1926)  0.208
H (18.5484, 22.9768, 10.9008)  0.170
H (18.8691, 20.5466, 11.8698)  0.154

Properties
Charge: -1
E_HOMO in hartree: -0.216



entry x takes first place; second place is 1.266 eV up.